1.
Computed, not measured: C2H3NO2S in the gas phase, with ωB97M-V with the def2-TZVPD basis set.

Properties
E_tot = -18536.457 eV
E_HOMO = -9.13 eV
multiplicity = 1
orbital gap = 8.3579 eV

Positions of all 9 atoms, in Å:
N 0.17207 -1.08526 -0.10780
C -0.91400 -0.48221 -0.45484
H -1.83504 -0.81240 -0.01074
H -0.89971 0.27505 -1.21290
C 0.57673 1.81899 0.71687
S 1.70771 1.12175 -0.03078
O 0.30109 -1.98686 0.70504
O 1.31920 -0.57767 -0.66224
H -0.42807 1.72861 1.05740

Atomic forces in eV per Å
-0.039 0.433 -0.043
-0.869 0.132 -0.249
-0.010 -0.180 0.066
0.209 0.025 -0.127
1.774 -0.382 -0.845
-1.383 0.280 0.827
0.220 -0.542 0.485
0.508 0.290 -0.279
-0.410 -0.055 0.164


2.
Computed, not measured: C2H3NO3 in the gas phase, with ωB97M-V with the def2-TZVPD basis set.

Properties
E_tot = -9752.631 eV
E_HOMO = -10.39 eV
multiplicity = 1
SMILES = O=CC(=O)NO
orbital gap = 9.3954 eV

Positions of all 9 atoms, in Å:
H -1.64380 -0.30957 -0.85355
H -1.54800 1.00125 0.81893
C -0.46150 1.03812 0.91415
C 0.14916 0.01601 0.03027
O 0.09076 1.89766 1.57643
H 0.68801 -1.71390 -1.22108
O 1.35785 -0.24105 0.00822
O -0.21716 -1.58369 -1.64072
N -0.78197 -0.84084 -0.56602

Atomic forces in eV per Å
1.070 -1.176 -0.031
-0.645 0.163 0.422
-0.168 2.239 0.804
2.704 -2.186 0.304
-0.481 -1.760 -1.132
-0.803 0.031 -0.973
-1.830 0.450 -0.410
0.630 0.278 1.740
-0.477 1.961 -0.724


3.
Computed, not measured: C2H3NO3 in the gas phase, with ωB97M-V with the def2-TZVPD basis set.

Properties
E_tot = -9749.341 eV
E_HOMO = -9.04 eV
multiplicity = 1
SMILES = C=CO[N+](=O)[O-]
orbital gap = 8.7312 eV

Positions of all 9 atoms, in Å:
C -0.32269 -0.18044 0.40864
O 2.03444 -0.35095 -0.71376
H -1.08328 -0.29184 2.24361
H 0.69445 -0.39114 0.84726
C -1.40711 -0.03306 1.22509
H -2.33605 0.58628 0.92998
O -0.25880 0.11069 -0.87498
N 1.31883 0.09743 -1.48420
O 1.36021 0.45303 -2.58163

Atomic forces in eV per Å
0.246 0.487 2.119
2.490 -0.813 1.617
-1.039 0.326 -0.304
-1.316 -0.391 -0.302
1.029 0.992 -1.093
1.549 -1.657 0.615
0.891 0.684 -2.273
-3.526 -0.304 0.755
-0.324 0.676 -1.135


4.
Computed, not measured: C2H3NO3 in the gas phase, with ωB97M-V with the def2-TZVPD basis set.

Properties
E_tot = -9751.014 eV
E_HOMO = -9.98 eV
multiplicity = 1
SMILES = O=CO/C=N/O
orbital gap = 10.3208 eV

Positions of all 9 atoms, in Å:
O 1.79374 0.67049 0.45903
H -1.22117 -1.45845 -0.71153
H 2.06132 -0.78411 1.97986
C 1.43384 -0.34682 1.06112
N -0.79666 0.65886 -0.50836
O 0.39731 -1.10180 0.64112
O -1.95691 0.83795 -1.37065
C -0.50958 -0.61127 -0.18009
H -2.68219 0.12604 -0.83205

Atomic forces in eV per Å
-1.037 -3.033 2.220
1.947 1.833 1.632
-1.838 0.573 -1.952
3.370 3.071 -0.698
1.192 -2.861 0.907
0.541 -0.530 1.325
-1.727 -4.349 3.937
-5.121 2.148 -4.579
2.672 3.148 -2.792


5.
Computed, not measured: a molecular structure, C2H3NO3, with ωB97M-V with the def2-TZVPD basis set.

Properties
E_tot = -9750.434 eV
E_HOMO = -10.64 eV
multiplicity = 1
orbital gap = 10.9970 eV

Positions of all 9 atoms, in Å:
O 2.49953 -0.49717 -0.09017
N 0.31696 0.43078 -0.16999
O -2.15846 0.60977 -0.02968
O -0.54304 -0.70058 0.28594
H -0.15794 1.28555 0.73792
H 2.00893 1.57156 -0.17464
C -1.79982 -0.43768 -0.13660
H -2.36071 -1.49354 -0.40833
C 1.78428 0.49181 0.08764

Atomic forces in eV per Å
-1.342 3.073 1.528
-1.971 3.726 5.898
-4.882 8.173 -0.379
3.559 -1.388 -1.332
1.973 -2.655 -3.920
0.271 -0.803 1.007
1.917 -9.002 0.144
1.134 2.538 0.510
-0.659 -3.662 -3.455


6.
Computed, not measured: 2 unconnected molecules or ions with the total composition C2H3NO3, with ωB97M-V with the def2-TZVPD basis set.

Properties
E_tot = -9747.115 eV
E_HOMO (spin up / spin down) = -7.78 / -10.80 eV
multiplicity = 3
orbital gap (spin up / spin down) = 8.1749 / 9.1793 eV

Positions of all 9 atoms, in Å:
H -0.64514 0.87017 2.02174
C 0.04879 0.66294 1.16253
N 0.66130 -1.11437 -1.31234
H 1.00024 0.13120 1.20354
C -0.80519 0.40554 -0.06125
O 1.16448 -1.84089 -0.50484
O 0.67740 -0.93584 -2.46123
H -1.94101 0.27225 -0.13724
O -0.16086 1.54899 0.08908

Atomic forces in eV per Å
1.595 -0.045 -0.367
-2.441 -1.740 0.064
0.471 -0.395 1.713
-0.226 0.478 0.378
-1.798 -0.835 1.546
0.087 -0.093 -0.893
0.379 -0.345 -1.529
1.526 0.560 0.068
0.406 2.414 -0.979


7.
Computed, not measured: a gas-phase ion, C2H3NO3P (charge -1), with ωB97M-V with the def2-TZVPD basis set.

Properties
E_tot = -19043.398 eV
E_HOMO = -2.96 eV
net charge = -1
multiplicity = 1
SMILES = O=POC/C=N\[O-]
orbital gap = 6.9372 eV

Positions of all 10 atoms, in Å:
P 0.69467 -1.66576 1.29855
H -1.33922 0.07718 0.59806
O 0.24005 -1.09980 -0.20365
C -0.28467 1.24513 -0.73855
H -0.60002 1.38539 -1.79087
H -1.49983 -0.51563 -0.95806
N 0.67551 1.88559 -0.12748
O 1.08129 1.36141 0.99688
O 1.86503 -2.54183 1.20250
C -0.83281 -0.13168 -0.27737

Atomic forces in eV per Å
-0.924 1.640 -1.453
-0.812 -0.338 2.565
0.473 -1.324 1.787
-0.591 -2.009 -0.807
0.636 1.040 0.625
-1.583 -0.767 -1.768
-0.412 -0.445 -0.355
-0.245 0.013 0.143
0.242 -0.182 -0.289
3.215 2.373 -0.447


8.
Computed, not measured: 2 unconnected molecules or ions with the total composition C2H3NOS, with ωB97M-V with the def2-TZVPD basis set.

Properties
E_tot = -16492.061 eV
E_HOMO (spin up / spin down) = -8.71 / -8.71 eV
multiplicity = 1
orbital gap (spin up / spin down) = 8.0724 / 8.0738 eV

Positions of all 8 atoms, in Å:
N -0.58990 0.21121 -0.67964
S -1.72540 1.24020 0.18717
H 1.74079 0.88909 -0.63115
H 1.53207 -0.87456 -0.17223
O -1.94627 -1.54306 0.26450
H 1.15314 0.43623 1.04111
C 1.30235 0.15599 0.01426
C -1.46678 -0.51510 -0.02401

Atomic forces in eV per Å
4.616 -0.312 -0.178
-0.696 1.167 0.658
0.113 0.185 -0.222
0.207 -0.261 -0.076
0.089 -1.077 0.146
-0.042 0.092 0.237
-3.603 -0.119 -0.979
-0.684 0.325 0.415


9.
Computed, not measured: a molecular structure, C2H3NOS, with ωB97M-V with the def2-TZVPD basis set.

Properties
E_tot = -16492.809 eV
E_HOMO = -9.55 eV
multiplicity = 1
orbital gap = 9.4881 eV

Positions of all 8 atoms, in Å:
O -1.79184 0.94447 -0.08994
H 0.29319 1.55108 0.70678
S 0.21419 -0.97682 0.06632
C -1.37916 -0.17633 -0.05091
C 1.33837 1.18304 0.19805
N 1.55355 -0.04777 -0.23391
H -2.12615 -1.00766 0.13487
H 2.11051 1.82394 -0.42881

Atomic forces in eV per Å
0.721 0.491 -0.507
2.989 -0.700 -1.165
-1.227 -2.106 0.040
-0.720 -0.673 1.169
0.407 -0.041 -2.831
-1.321 3.203 1.402
0.746 0.098 -0.433
-1.595 -0.273 2.323


10.
Computed, not measured: C2H3NOS2 in the gas phase, with ωB97M-V with the def2-TZVPD basis set.

Properties
E_tot = -27329.683 eV
E_HOMO = -8.53 eV
multiplicity = 1
SMILES = S=C1NSCO1
orbital gap = 8.7378 eV

Positions of all 9 atoms, in Å:
H -0.09729 -1.95177 0.25319
H 1.70262 1.58734 0.98115
S -2.33778 -0.09579 -0.04810
O -0.05244 1.20276 -0.01823
C -0.71849 0.00861 0.05047
N 0.18507 -0.99820 0.16439
S 1.82841 -0.57870 -0.09474
C 1.36131 1.13080 0.07823
H 1.81171 1.68507 -0.72604

Atomic forces in eV per Å
-0.196 -0.251 -0.036
-0.031 0.075 0.951
-0.064 -0.084 0.139
-0.449 -0.230 -0.117
1.012 0.197 -0.177
-0.242 0.578 0.181
0.219 -0.889 -0.093
-0.238 0.357 -0.340
-0.011 0.247 -0.509